Entry from the OMol25 dataset: C23H36Br2N6O2PdS as an isolated structure (ωB97M-V/def2-TZVPD).

CARTESIAN COORDINATES (ANGSTROEM)
1 H 1.67342 0.80033 2.23438
2 H -0.28281 -2.20655 0.49628
3 C -3.48219 1.31943 -0.13115
4 C -3.58724 -0.29171 3.12762
5 H -2.16126 0.39280 1.21161
6 H -5.34674 -3.16471 2.37806
7 C -3.36530 -3.10781 3.24762
8 Br 0.03405 2.63032 2.35743
9 H 5.97335 4.54165 -0.14061
10 O 0.42228 -1.17698 -1.90412
11 C -4.16550 1.94345 2.17169
12 N 3.63717 2.79791 0.52011
13 C -0.39199 -4.59965 -2.54850
14 H -0.53973 1.04684 -2.62879
15 H -2.59683 2.44754 -3.18597
16 H -1.66251 -2.65615 -4.34225
17 C 5.42909 4.56117 0.79680
18 H 4.64123 5.32288 0.82888
19 C -3.67909 1.74713 -1.42415
20 C -2.34593 -2.26089 3.80258
21 H -0.53060 -3.88276 -0.20420
22 H -3.27620 1.66303 3.95206
23 C -1.35581 1.19698 -1.86454
24 N -0.39301 -3.17281 -2.74961
25 C 0.06149 -2.92161 -0.29263
26 H 5.41104 2.22404 -1.06284
27 S 1.76085 2.25089 -1.22421
28 C 4.89911 3.18184 1.13743
29 H -0.22533 -1.56899 -4.19988
30 H 1.13527 -2.97684 -0.14024
31 H 4.76910 3.03354 2.22107
32 H 5.67666 3.34887 -3.59688
33 C -0.60812 -2.60007 -4.13782
34 C -2.53968 1.87776 -2.23179
35 H -2.33179 -4.80820 4.09685
36 H -1.77106 -0.25738 4.33520
37 N -4.50546 1.39486 0.85350
38 H -1.61394 -2.72454 4.38191
39 N 4.48261 2.11426 -1.50572
40 C 3.38508 2.37617 -0.73860
41 H -1.30856 -5.02222 -2.26034
42 C -4.57073 -1.15893 2.42499
43 C -2.23104 0.85325 0.25298
44 H -0.11588 -3.29131 -4.85345
45 C -4.51693 -2.50239 2.63581
46 H 0.36054 -4.83617 -1.82398
47 H 6.17099 4.83728 1.59158
48 H 4.39424 0.69714 -3.00597
49 C 0.68920 0.80787 1.77043
50 O -4.21593 3.16168 2.31486
51 H 3.34994 2.11414 -3.32572
52 H -4.08155 -5.19018 3.60423
53 N -1.18506 0.82144 -0.57557
54 C -3.18529 -4.59832 3.38461
55 H -5.37498 -0.81682 1.84794
56 N -3.68373 1.10934 3.16470
57 C -2.51322 -0.88229 3.81926
58 H -0.11640 -5.08033 -3.54601
59 Pd 0.87652 0.08065 -0.18773
60 C 4.31477 1.79050 -2.90177
61 H -4.64249 2.01250 -1.71123
62 H 5.60531 2.37885 0.86774
63 H 5.27775 2.34387 -4.78539
64 C 5.53703 2.30563 -3.73292
65 H 6.41898 1.72399 -3.50832
66 C -0.01225 -2.35099 -1.71572
67 H -2.73105 -5.05381 2.47640
68 H 0.00284 0.12474 2.24689
69 H 2.77519 3.07483 1.04665
70 Br 3.11117 -1.45561 0.13478
71 H -5.03303 2.16563 0.45369

Atoms 1-3, force components in eV/Å:
-0.12 -0.30 -0.03
0.08 -0.36 -0.99
0.98 -0.82 1.19

Calculated values
M = 726.876 g mol⁻¹
Energy above the lowest of the compared OMol25 structures with the same formula, charge and spin = 173.22 kJ/mol
Electronic energy = -191870.3761 eV
Spin multiplicity = 1
Kohn-Sham gap (alpha / beta) = 0.2614 / 0.2614 Eh

---

Entry from the OMol25 dataset: one molecule with the formula C11H13NOS3 (ωB97M-V/def2-TZVPD).

CARTESIAN COORDINATES (ANGSTROEM)
1 C 3.98917 0.96651 1.51948
2 H -0.38194 0.02966 -2.60807
3 H -1.63932 0.11369 -0.13068
4 C 4.11534 2.34181 1.57753
5 C -1.98741 0.02988 -1.15498
6 C -1.01331 -0.67318 -2.06816
7 O -3.75899 -1.39225 -2.51112
8 H -2.27088 -2.74392 -0.50365
9 N 1.03857 0.60979 -0.56260
10 S 2.52251 -1.23417 0.52593
11 H 1.45865 3.28809 -0.32210
12 C 2.94033 0.43867 0.78907
13 H -2.94338 -2.79334 1.97654
14 S -3.64209 -0.84551 -1.15659
15 S 0.11375 -1.81291 -1.19740
16 H 4.92783 2.77540 2.14037
17 C 1.16460 -0.66018 -0.45529
18 H -3.91029 -1.34680 1.68294
19 C 2.16349 2.65438 0.19166
20 C 2.01887 1.27295 0.11846
21 H 4.68676 0.31808 2.02578
22 H -2.20220 1.02822 -1.53397
23 H -4.00179 -2.99760 -0.23920
24 H -2.15223 -1.29330 1.51733
25 H 3.33722 4.24445 0.98431
26 H -1.57198 -1.28852 -2.78183
27 C -3.17742 -2.29848 -0.09965
28 C 3.21240 3.17402 0.92109
29 C -3.03627 -1.90544 1.35479

Atoms 1-3, force components in eV/Å:
0.07 0.00 0.05
-0.11 0.00 0.00
0.03 0.11 0.08

Calculated values
M = 271.432 g mol⁻¹
Energy above the lowest of the compared OMol25 structures with the same formula, charge and spin = 0.00 kJ/mol
Electronic energy = -47660.9930 eV
Spin multiplicity = 1
Kohn-Sham gap = 0.3324 Eh

---

Entry from the OMol25 dataset: a 11-piece molecular cluster, C49H91Br2Cl20N2O2 overall (ωB97M-V/def2-TZVPD).

CARTESIAN COORDINATES (ANGSTROEM)
1 H -7.30055 -2.37046 -0.86329
2 Cl -4.22352 3.13962 -1.19267
3 H -7.20103 -7.01568 4.93396
4 H -1.70891 -5.88485 0.49562
5 H 3.29225 -2.04288 -5.05273
6 C -7.18000 -3.49581 1.18446
7 Cl -3.73187 2.12180 -5.76710
8 C 8.47083 5.40019 -6.43990
9 H -5.40777 3.05367 5.81134
10 C -3.53332 1.15561 -7.25013
11 H 5.15113 -3.47114 6.24750
12 Cl 7.77648 4.88402 -4.88306
13 H -7.30895 -5.62992 2.71066
14 C 0.85535 1.45283 3.29324
15 H 2.96995 -2.12211 -1.47939
16 H 3.12588 5.17459 2.65724
17 H -1.80174 -5.79769 -2.05466
18 H 5.02064 -7.27462 3.13850
19 H 3.44139 -3.61480 1.37873
20 H 0.27665 0.71173 3.98969
21 H 7.66359 5.35223 -7.17730
22 H -2.00102 1.49344 3.77194
23 C 2.67543 -1.93282 2.88076
24 Cl -2.39575 3.15826 -8.74160
25 O 4.91178 0.15802 -4.94087
26 C -5.27384 5.12274 5.14894
27 C -7.73503 -2.26566 0.23871
28 H -3.42112 -5.08652 -1.94890
29 C 2.04048 0.71515 2.38301
30 H -5.87339 5.86053 4.60742
31 C 3.70388 3.96619 4.34376
32 H -6.55079 -6.59556 6.52770
33 H -2.65871 1.70762 -3.17924
34 H -1.74644 -3.10687 2.02660
35 C -2.34297 -5.18771 -0.06125
36 C -2.37703 2.76532 -3.18746
37 H 5.66046 -2.37073 -4.32218
38 C -4.18126 1.22748 2.20443
39 C -1.74344 2.29218 2.95405
40 C -5.58178 -0.60354 0.67740
41 C -2.96832 2.30423 1.82332
42 H 2.86626 -0.12567 4.39132
43 H -3.21777 4.70023 -2.65346
44 H 5.60281 2.33220 1.38910
45 H -1.76009 3.36808 3.45244
46 H -6.63077 0.41903 -11.35819
47 Cl 5.42847 5.53998 2.90230
48 H -8.12512 -0.68856 -9.60910
49 H 2.83765 1.94314 -3.97656
50 Cl -6.81707 -8.91237 6.28897
51 H 4.07969 -0.13808 2.94084
52 C -2.70160 -5.73120 -1.43536
53 C 5.14029 -6.38324 3.91722
54 H 7.56616 6.91143 -1.64572
55 C 4.82929 -2.58004 4.06212
56 Cl -5.23658 1.61520 -9.87282
57 Cl -3.76277 4.86411 4.24225
58 C -2.27678 1.53454 -8.01802
59 H 3.20560 1.02390 -2.34926
60 Cl 7.58293 0.63521 0.10649
61 H -1.38999 1.51313 -7.37670
62 Cl -6.71782 3.18460 3.84982
63 Br 0.72068 -2.54804 0.52740
64 H 5.50102 -3.86932 2.21977
65 C 9.41858 6.03061 -2.37274
66 H -6.01023 -3.43168 1.39755
67 C -1.63802 -2.41663 2.96496
68 C -0.05507 -2.18279 3.43469
69 C 3.96043 4.53287 2.95624
70 H -5.01930 -1.30010 1.45836
71 C -7.21151 -0.83972 0.86667
72 Cl -9.94583 -7.72762 5.57179
73 H 4.06433 3.73993 2.20958
74 Cl 11.05697 4.70724 -5.83920
75 H -7.50945 -0.78246 2.01998
76 C 7.11502 2.33030 -0.17645
77 H -2.56988 2.07770 0.73732
78 H 9.32309 6.35558 -3.41302
79 H -2.11833 0.83237 -8.84189
80 C 1.10359 -2.19980 2.50098
81 C -7.12862 -0.30681 -9.36793
82 H 4.46317 -3.60826 -3.51521
83 C 4.76229 -2.45508 -3.56188
84 Cl 10.45403 7.22653 -1.55312
85 H 5.46614 -0.86395 -2.02742
86 H 7.84921 2.95202 0.34522
87 H 5.52288 3.70896 0.27606
88 H -7.34688 -4.50861 0.59381
89 Br 0.22111 -1.86301 5.40641
90 H 4.09034 -3.52015 -0.70120
91 H -3.47659 0.10781 -6.93934
92 Cl -6.01136 -1.69163 -9.45843
93 C 3.82583 -0.20483 -4.20727
94 H 1.34919 2.28668 3.94928
95 H -8.87712 -5.83862 6.45854
96 H -8.77311 -4.98844 3.84854
97 H 9.93056 4.77239 -7.89437
98 H 9.93920 5.06780 -2.36292
99 H -6.88548 4.00493 6.03974
100 H 1.61656 0.29780 1.36892
101 C -7.28498 -7.21728 6.00603
102 C -5.23029 1.01150 0.93194
103 H 3.70761 4.75066 5.10714
104 H -2.06944 3.02799 -4.20398
105 H 7.19897 2.53190 -1.24852
106 H -4.33641 3.60783 -3.48691
107 C -6.74980 0.79989 -10.33946
108 H -9.01938 -5.21201 1.98930
109 H 7.39567 5.29190 -2.34384
110 H -3.76032 0.17550 2.50990
111 H 6.13895 -2.65353 -1.71963
112 Cl 4.45417 1.81996 -0.61069
113 H 5.20059 -1.06766 0.49290
114 H -1.80127 -4.24285 -0.16468
115 H 6.74894 -3.41529 5.19236
116 C 3.70853 -2.49402 1.69110
117 Cl 4.91414 2.74237 4.80386
118 C 5.31338 -5.19590 4.69019
119 H -0.30985 1.38958 1.30715
120 H 2.72861 3.47110 4.36891
121 H -7.53085 1.56638 -10.35182
122 C 5.16324 -2.76218 2.46739
123 H 9.34129 3.45202 -6.86963
124 H -7.75200 0.06274 0.32410
125 H 6.04505 -2.02085 2.26279
126 H -3.43841 3.40052 1.78288
127 H -5.27080 -0.91872 -0.41090
128 N 3.28721 -2.63240 4.09378
129 C 8.04232 5.93035 -1.73398
130 C 5.57203 -3.60988 5.15036
131 C -6.04101 3.82812 5.36705
132 H -2.29191 -2.72517 3.88566
133 C -8.68106 -6.91282 6.52606
134 H -8.79719 -7.21538 7.57158
135 H -6.25154 1.54082 1.16157
136 H 3.04410 -3.65917 3.99310
137 C 2.83617 0.89240 -3.45954
138 C -0.26539 2.10983 2.25506
139 H -4.75138 1.71313 3.11495
140 Cl -3.78752 -4.84734 0.92446
141 N 3.55918 -1.69734 -4.08974
142 C 4.10735 -1.48525 0.46241
143 H -4.43244 1.28113 -7.86075
144 H 0.11593 3.18038 1.96978
145 H 2.77959 1.60101 2.07756
146 C -8.23494 -4.89990 2.80752
147 H -7.14197 0.05120 -8.33361
148 Cl -3.38994 -7.37173 -1.35075
149 H -2.02112 -1.33854 2.62651
150 Cl 8.10588 5.19780 -0.11175
151 H -4.99300 5.55493 6.11436
152 C 9.62297 4.50972 -6.87785
153 O -7.86208 -3.49102 2.50510
154 H 5.16335 -1.52017 4.49644
155 H -8.91979 -2.24424 0.23011
156 C 4.00924 -2.37665 -0.94922
157 C -3.52917 3.65579 -2.74952
158 C 5.19840 -2.00467 -2.01632
159 H -4.74401 1.39815 -0.08053
160 C 2.94669 -0.35314 3.24015
161 H 8.78223 6.44462 -6.34385
162 Cl -0.94303 2.96284 -2.14881
163 H 1.71581 0.51613 -3.39986
164 H 3.37946 -0.58033 0.30636
165 C 5.71894 2.63476 0.34358
166 H 3.11855 -2.19733 5.05044

Atoms 1-3, force components in eV/Å:
-1.01 0.08 2.34
0.18 0.53 -0.55
-0.11 -0.11 0.22

Calculated values
M = 1609.147 g mol⁻¹
Electronic energy = -449875.6178 eV
Net charge = +1
Spin multiplicity = 1
Kohn-Sham gap = 0.2981 Eh